The molecule C4H10N2O at a distorted geometry. Source: the Open Molecules 2025 dataset; level of theory: ωB97M-V/def2-TZVPD.

```
17
C4H10N2O | the Open Molecules 2025 dataset | ωB97M-V/def2-TZVPD
C -1.4105 -2.1555 -0.5294
C -0.4562 -1.2388 0.2171
O -0.4256 -1.2807 1.4263
N 0.3050 -0.3923 -0.5677
C 1.3007 0.3829 0.1159
C 0.7817 1.7938 0.4417
N 0.1209 2.3860 -0.7332
H -1.4407 -2.1266 -1.6118
H -2.3929 -1.9538 -0.1121
H -1.2461 -3.1657 -0.1563
H -0.2731 0.1348 -1.2134
H 2.2078 0.5257 -0.4621
H 1.6496 -0.0247 1.0605
H 1.6185 2.3704 0.8041
H 0.0815 1.5997 1.2630
H -0.7132 2.8635 -0.4217
H 0.7500 3.0928 -1.1064
```

Properties
- SMILES: CC(=O)NCCN
- HOMO: -9.33 eV
- Orbital gap: 10.3 eV
- F_max: 0.0365 Eh/bohr
- 2S+1: 1
- Energy above the lowest of the compared OMol25 structures with the same formula, charge and spin: 1.003 eV